P.
# C6H14O2

A cluster of 2 separate species, C6H14O2 in total (ωB97M-V/def2-TZVPD, OMol25).

CARTESIAN COORDINATES (ANGSTROEM)
C (-1.770, -1.502, 0.959)
O (-2.597, -1.183, 2.047)
C (-0.956, -0.282, 0.476)
C (0.104, 0.128, 1.500)
C (1.435, -0.685, 1.400)
C (3.407, 0.379, 0.259)
C (2.100, -0.111, 0.251)
H (-1.105, -2.299, 1.274)
H (-2.323, -1.894, 0.094)
H (-3.456, -0.857, 1.728)
H (-0.682, -0.440, -0.559)
H (-1.689, 0.526, 0.519)
H (0.252, 1.172, 1.719)
H (-0.297, -0.264, 2.456)
H (2.093, -0.566, 2.265)
H (1.257, -1.762, 1.292)
H (4.094, 0.388, 1.113)
H (3.894, 0.772, -0.630)
H (1.475, 0.044, -0.631)
H (-2.492, 2.554, -5.981)
H (-0.954, 2.788, -5.965)
O (-1.791, 3.095, -5.587)

- Charge: +1
- 2S+1: 2
- Expectation value of S²: 0.754
- E_LUMO (spin up / spin down): -4.9 / -8.8 eV
- Kohn-Sham gap (spin up / spin down): 8.54 / 4.60 eV

Results of the Mulliken charge analysis, in e, for atoms 1 through 6:
1 C -0.669
2 O -0.510
3 C -0.317
4 C -0.832
5 C -0.269
6 C -0.714


Q.
# C6H14O2

A cluster of 3 separate species, C6H14O2 in total (ωB97M-V/def2-TZVPD, OMol25).

CARTESIAN COORDINATES (ANGSTROEM)
C (3.600, -1.155, -0.516)
C (2.224, -1.679, -0.606)
C (1.683, -2.239, -1.736)
C (1.311, -1.679, 0.613)
C (0.498, -0.415, 0.641)
C (0.798, 0.809, 0.218)
H (3.565, -0.077, -0.743)
H (4.211, -1.616, -1.291)
H (3.958, -1.381, 0.480)
H (2.112, -2.514, -2.673)
H (0.620, -2.502, -1.768)
H (0.654, -2.585, 0.490)
H (1.915, -1.943, 1.477)
H (-0.439, -0.628, 1.159)
H (1.754, 1.093, -0.157)
H (0.054, 1.606, 0.304)
H (-6.380, 1.578, 3.085)
H (-6.554, 2.821, 2.083)
O (-6.015, 2.081, 2.370)
H (-3.699, 3.123, -1.597)
H (-2.906, 3.598, -0.441)
O (-2.963, 3.703, -1.393)

- Charge: +1
- 2S+1: 2
- Expectation value of S²: 0.757
- E_LUMO (spin up / spin down): -4.4 / -8.4 eV
- Kohn-Sham gap (spin up / spin down): 9.02 / 4.95 eV

Results of the Mulliken charge analysis, in e, for atoms 1 through 6:
1 C -1.037
2 C 0.782
3 C -0.831
4 C -0.563
5 C 0.054
6 C -0.629


R.
# C6H14O2

A cluster of 3 separate species, C6H14O2 in total (ωB97M-V/def2-TZVPD, OMol25).

CARTESIAN COORDINATES (ANGSTROEM)
C (-1.641, -1.860, -1.391)
C (-0.322, -2.457, -0.967)
C (1.147, 0.977, 2.129)
C (1.517, -0.249, 1.604)
C (0.663, -1.159, 0.843)
C (0.532, -1.383, -0.479)
H (-2.313, -1.747, -0.526)
H (-2.087, -2.353, -2.228)
H (-1.571, -0.841, -1.736)
H (0.132, -3.173, -1.821)
H (-0.454, -3.213, -0.196)
H (1.898, 1.512, 2.522)
H (0.207, 1.484, 1.829)
H (2.587, -0.629, 1.859)
H (0.043, -1.806, 1.481)
H (0.916, -0.649, -1.085)
H (-0.993, 2.782, -0.804)
H (-2.245, 2.260, -1.326)
O (-1.519, 2.003, -0.635)
H (1.609, 2.898, 0.528)
H (0.828, 3.962, -0.246)
O (1.066, 3.641, 0.645)

- Charge: +1
- 2S+1: 2
- Expectation value of S²: 0.754
- E_LUMO (spin up / spin down): -4.3 / -8.5 eV
- Kohn-Sham gap (spin up / spin down): 10.30 / 5.96 eV

Results of the Mulliken charge analysis, in e, for atoms 1 through 6:
1 C -1.096
2 C -0.356
3 C -1.096
4 C -0.322
5 C -0.195
6 C 0.320


Out of the structures above, which one is the least stable? Solution: R.